DFT (ωB97M-V/def2-TZVPD) results for a 20-piece molecular cluster, C70H120F6N6O14S8 overall.

M (g mol⁻¹): 1640.28
Strongest force on any atom (eV/Å): 3.42
Orbital gap (eV): 8.16
Charge: 0
E_HOMO (eV): -8.39
Energy (Ha): -7905.57472

```
224
Properties=species:S:1:pos:R:3:mulliken_charge:R:1
C 0.77733 -7.19561 4.40694 -0.721
C -6.18324 1.33555 6.07175 -0.328
S 1.64844 2.84608 -6.82667 0.585
H 0.94570 -0.03898 2.15922 -1.190
H 3.34229 4.75805 -4.59852 0.125
H 4.32035 -1.95179 -1.31749 -0.540
H -4.21185 0.52223 5.58704 0.419
O 6.35243 5.79217 -3.56034 -0.629
H 1.90083 -9.00769 1.81040 0.451
H 1.95715 3.94547 6.06391 0.174
H 0.90414 1.47871 -2.44464 -0.123
H -4.50180 -5.98473 -2.77087 0.499
H -1.29763 3.70206 3.12154 0.444
H -3.04766 0.96912 2.44206 -0.491
H 5.52095 1.72841 -1.02572 0.389
O -1.56373 7.43197 -3.87097 -0.567
H 3.48475 -2.08880 -6.09921 -0.115
H -6.57437 -0.57338 -5.20406 0.425
C 3.21590 0.08198 6.64308 -1.130
H -1.95257 -3.37129 -5.65347 0.573
C 1.86751 -8.18728 2.51198 -0.618
H 0.21316 4.61982 -2.83137 0.633
H -3.55176 -2.60344 0.40037 -1.361
H 6.84185 -3.82196 4.17930 0.387
C 1.37765 -3.92548 -2.15648 0.624
H -7.15717 4.53700 5.58617 0.431
S -4.37560 -4.69649 -0.60942 0.260
H 4.35161 9.16845 -3.31870 0.324
C 3.70647 -0.50860 -3.42969 0.076
H 4.25064 1.34309 3.26430 0.384
F -8.23800 2.44093 6.52095 -0.309
C 3.49303 2.51036 6.75973 0.843
C 2.60237 -5.96013 3.32144 -0.110
H -0.69844 -0.78776 2.11252 -0.487
H -2.93861 8.94821 -0.88092 0.354
H -4.34236 2.16410 2.26737 0.705
H 3.28290 -5.12200 3.29287 0.419
C -0.34268 1.97857 3.91673 0.083
H 6.03202 -3.89413 5.80160 0.362
C -0.44187 -5.36869 -1.63690 -0.682
H -3.53551 6.25208 -1.01945 0.424
O 0.70865 3.60448 -7.80042 -0.722
H 3.84976 7.20698 -4.74102 0.242
C -3.75953 -2.94899 -0.61231 0.890
C 2.02420 5.28703 -0.03231 -0.543
H -5.61203 1.75815 -5.36870 0.452
H 2.73173 -0.98646 -3.33153 -0.129
C -3.68173 -0.96496 -3.49420 0.793
F -0.44176 -3.09025 -0.91520 0.170
H 5.42768 -4.95050 4.50089 0.204
N 4.60729 7.09175 -4.08301 -0.146
H 3.18299 2.74898 3.23214 0.314
C 0.81179 0.33441 -0.55750 0.714
O 1.06058 -1.44493 -5.40653 -0.253
N 2.79837 1.47453 6.37518 0.138
H -0.39734 -7.36879 -2.30382 0.515
C -3.83543 1.31214 -4.27662 0.072
O -3.38238 -5.64896 0.07222 -0.605
H 4.71062 4.49955 -5.68838 0.348
C -3.11159 0.28324 -3.64652 0.178
H 0.76112 -1.59717 1.43682 0.273
C 0.20187 -4.11378 -1.52436 -0.079
C -4.21895 -4.16641 3.21596 -0.721
C -6.73916 -1.49430 2.93995 -0.397
C 5.28765 5.90310 -4.12366 0.464
C 0.24620 -0.64825 1.58687 0.966
H -3.38213 2.50023 4.65896 0.669
H 5.50456 -5.49371 -0.50735 0.523
C 4.42790 4.67524 -4.65045 -0.540
H -10.10141 -1.93755 2.74972 0.379
C -8.71606 -2.48582 1.23344 -0.684
C 4.18543 2.51783 1.47377 0.573
H 4.79879 -1.26864 0.23019 -0.371
C -2.84280 6.10792 -1.84859 -0.401
H -0.63547 -3.30296 2.90531 0.244
C 5.02629 -4.51585 -0.56349 -0.427
N 3.97550 1.96912 0.24472 0.878
H -4.52025 -2.30602 -1.05503 0.638
C 1.04806 -3.73274 -6.82224 -0.949
C 4.85811 -2.95792 4.40302 0.556
C 1.97878 -4.97453 -2.85310 -0.820
S 0.10626 -2.20499 -6.33829 0.334
O 4.71752 -3.05320 -3.62671 -0.526
H 0.41919 -4.38442 -7.42882 0.419
O 6.67339 -3.03203 1.16862 -0.707
C 0.74919 5.11941 -2.03797 -0.463
C -0.65326 2.90273 2.75554 -0.572
H 5.71545 -2.43895 2.67474 0.298
H -5.14463 -2.31343 -4.09136 0.106
S -2.95870 -2.91213 3.66251 0.210
H -1.90342 -3.59830 1.70804 -0.282
H 3.05642 4.53830 7.34689 0.377
H 4.14886 -0.23060 6.17404 0.272
C -4.27752 -4.96766 -2.44934 -0.682
H 4.54779 -4.46104 -1.54131 -0.032
H -4.73719 4.59431 4.65306 0.411
O 3.93106 -2.85292 5.16804 -0.588
C 0.88757 6.50659 -2.25377 -0.482
H 2.92213 -1.37352 3.12869 0.309
H -1.57504 -4.78929 2.83367 0.462
H -9.51599 -2.74319 0.55501 0.410
H -3.21652 -1.71009 -2.86589 0.006
O 4.60307 2.39506 7.24034 -0.708
H -4.14805 -5.09595 3.78078 0.536
C -4.84510 1.39068 5.69282 -0.578
H 4.03400 2.40760 -1.81568 0.198
C -4.35355 2.56300 5.12673 -0.334
H 0.08299 -7.20189 5.23413 0.436
C 0.88304 -8.23500 3.52262 -0.384
H 2.75578 7.24787 0.47591 0.490
H -0.06484 -0.55223 4.93241 0.062
H 1.69003 -2.89169 -2.14701 0.311
H 0.55988 0.84521 -7.53692 0.324
C 1.62442 -6.04896 4.29568 -0.438
H 4.37637 -0.53340 2.40288 0.460
H -5.59177 2.34265 -0.68160 0.459
H -2.23502 0.44053 -3.03556 0.577
C -5.57900 -0.35080 -4.84895 -0.695
C 1.51623 7.26637 -1.27924 0.008
C 2.97909 3.93425 6.44288 -0.940
C -4.84945 -1.27866 -4.18361 -0.747
H 0.24044 -9.09870 3.60923 0.402
S 6.24687 -3.12709 -0.31858 0.249
C 4.68781 2.42645 -0.94375 -1.234
C -5.03899 1.40884 -0.78414 -0.835
C -8.03472 -1.43070 3.31310 -0.662
H -2.77708 -2.77453 -1.05100 0.052
H -5.41243 -1.94050 1.22169 0.186
H -4.16543 -4.45474 2.16616 0.001
O 4.88262 3.50656 1.68028 -0.744
H 3.57637 -1.85424 1.63792 0.112
F 1.45130 8.58469 -1.32359 -0.390
H 1.90435 -7.02857 -3.40609 0.469
C 4.35935 -1.47016 -5.89808 -0.549
C -1.09788 -2.88639 -5.18179 -0.200
H 3.55782 4.44797 5.67525 0.226
H -2.93655 5.21593 -2.46799 0.099
H -0.90797 2.46863 1.78870 -0.050
N -0.13126 -0.05116 0.32563 1.999
H 1.94683 -3.42024 -7.35390 0.374
H -1.10671 -0.04128 0.06392 -0.720
H -1.83408 -0.59047 5.33038 0.305
H 0.26902 3.67462 -5.07781 0.390
N -1.24289 1.02137 4.22973 0.996
C -5.15310 3.67488 5.03784 -0.454
C 5.91437 -4.00088 4.72324 -1.141
H -0.28415 1.92422 -5.55110 0.432
H 5.50138 8.09019 -2.48859 0.296
H -1.22162 8.74821 -1.24745 0.110
H 3.68291 0.37016 -4.07414 0.426
C -6.44738 3.72306 5.59628 -0.591
C 5.06147 8.35193 -3.45091 -0.933
H 5.05631 3.44849 -0.85574 0.430
H 2.07033 0.50732 -6.56827 -0.120
O -3.29469 -1.65388 2.88760 -0.267
H -8.27699 -1.14252 4.32536 0.411
H -5.65531 0.78619 -0.13563 0.133
C 0.26603 0.72332 -1.98608 -1.004
H 4.12174 -0.41472 -6.03112 0.207
H -5.16983 -3.72350 3.51219 0.283
H 4.61446 3.80409 -4.02243 0.108
O 2.00196 0.19857 -0.37503 -0.807
C 1.60655 1.09379 -7.36141 -0.745
C 3.51716 1.88105 2.66371 0.015
C 1.29288 4.51915 -0.88393 -0.430
H 4.00976 -0.11160 -2.46093 -0.392
C 3.87813 -1.47917 2.61585 -1.229
O -2.80407 -0.05897 -0.30790 -1.376
C 0.50356 2.66553 -5.41667 -0.431
H -1.94687 0.67613 3.59308 -0.584
H -4.66560 0.52527 1.96667 -0.269
H 2.93466 -4.70065 -3.27462 0.570
H -2.13697 9.95297 -2.01317 0.360
H -4.83909 -4.28884 -3.09117 0.164
C -5.07444 0.97252 -4.85862 -0.639
O 0.68256 2.15095 4.54182 -0.535
C 2.15252 6.65633 -0.19681 -0.632
H 5.68778 -0.85730 -1.20226 0.498
H 1.45164 -5.27015 5.02369 0.537
H 4.22683 -4.53426 0.17720 0.104
H -1.38899 -5.46154 -1.12627 0.756
C 5.17973 -1.68261 -0.70341 0.525
H 3.27968 1.23788 0.20977 0.064
C -0.93938 0.02453 5.23347 -0.855
S -3.36530 1.29160 0.04442 0.850
F -7.03843 -2.77665 -0.47103 -0.223
H 1.97705 1.71919 5.84070 0.326
H -3.23919 -4.88794 -2.77122 0.019
H -0.57479 -3.67309 -4.63812 -0.032
C -2.20516 8.91529 -1.68656 -0.770
C -3.89005 1.27756 1.82290 -0.174
H 2.49275 4.79155 0.80516 0.245
H 3.46026 -0.02856 7.69957 0.418
H 1.42446 -4.22747 -5.92688 0.158
C -6.40972 -1.97069 1.63510 0.913
H 5.96282 8.66533 -3.97764 0.344
S 4.98330 -1.64656 -4.14859 0.298
H 1.22276 3.45906 -0.68980 0.765
H 1.01914 2.25078 -4.55050 -0.272
H -5.18228 0.96535 -1.76948 0.068
H 0.32446 -0.01983 -2.78132 0.663
H 0.52925 7.05270 -3.11387 0.713
H 5.19627 -1.66129 -6.56975 0.511
H -6.66973 0.45340 6.46101 0.479
C 0.16732 -6.44847 -2.27998 -0.844
C -1.63870 -3.70364 2.76014 -0.318
H 2.16799 0.85754 -8.26533 0.534
C -6.94700 2.50549 6.12146 0.188
H 2.65754 1.21652 2.57677 -0.705
F -3.43956 2.60837 -4.20422 -0.240
H 2.42381 -0.60007 6.33404 0.310
C 2.72176 -7.09423 2.45450 0.253
H -6.04744 -1.16388 3.70071 0.348
H 0.29799 3.34777 2.46374 0.164
H -0.71948 1.18586 -1.93190 0.026
F 3.62063 -7.03669 1.44580 -0.275
C -7.40042 -2.50198 0.80664 -0.257
H -1.87027 6.02111 -1.36407 -0.002
H -1.29887 -2.16087 -4.39355 -0.281
S -2.72381 7.60742 -2.90961 0.390
H -0.61921 0.51766 6.15129 0.402
C -9.06271 -2.01903 2.46535 -0.547
N 4.86325 -2.33922 3.20757 0.410
C 1.39613 -6.24382 -2.86545 -1.038
```